{
  "formula": "CH3FO3",
  "method": "ωB97M-V/def2-TZVPD",
  "gap_ev": 11.9,
  "e_homo_ev": -11.56,
  "smiles": "O=C(O)O.F",
  "lumo_energy_ev": 0.33,
  "multiplicity": 1,
  "total_charge": 0,
  "species": ["O", "C", "O", "O", "H", "H", "F", "H"],
  "positions_angstrom": [[-0.103, 0.038, 0.900], [0.163, -0.573, -0.092], [0.756, -1.742, -0.041], [0.049, -0.095, -1.328], [0.656, -2.020, 0.923], [-0.008, 0.873, -1.549], [-0.990, 2.034, 0.273], [-0.522, 1.485, 0.915]],
  "nbo_charge": [-0.672, 1.016, -0.645, -0.702, 0.512, 0.548, -0.623, 0.566]
}

=====

{
  "formula": "CH3FO3P",
  "method": "ωB97M-V/def2-TZVPD",
  "gap_ev": [5.0, 8.6],
  "e_homo_ev": [-1.03, -5.77],
  "lumo_energy_ev": [3.95, 2.80],
  "multiplicity": 3,
  "total_charge": -1,
  "species": ["C", "O", "O", "O", "F", "P", "H", "H", "H"],
  "positions_angstrom": [[0.728, -0.936, -0.060], [0.236, 0.762, 2.107], [1.094, 1.845, 0.032], [-2.160, 1.091, -0.618], [-2.550, 0.113, -1.578], [0.415, 0.741, 0.670], [0.274, -0.956, -1.055], [1.837, -1.206, -0.037], [0.128, -1.456, 0.537]],
  "nbo_charge": [-1.019, -1.140, -1.138, -0.081, -0.291, 1.999, 0.237, 0.216, 0.217]
}

=====

{
  "formula": "CH3FOPr",
  "method": "ωB97M-V/def2-TZVPD",
  "gap_ev": [6.8, 7.1],
  "e_homo_ev": [-12.50, -12.65],
  "lumo_energy_ev": [-5.73, -5.51],
  "multiplicity": 3,
  "total_charge": 1,
  "species": ["F", "O", "Pr", "C", "H", "H", "H"],
  "positions_angstrom": [[-0.827, -0.328, -1.246], [-0.749, -0.335, 1.320], [-2.561, -0.911, 0.168], [0.731, 0.248, -0.021], [1.722, 0.724, -0.110], [0.367, 1.289, -0.074], [1.319, -0.687, -0.037]],
  "lowdin_spin": [-0.008, -0.119, 2.109, 0.019, -0.001, 0.000, 0.000]
}

=====

{
  "formula": "CH3FOS",
  "method": "ωB97M-V/def2-TZVPD",
  "gap_ev": 9.7,
  "e_homo_ev": -9.15,
  "smiles": "O[C@@H](F)S",
  "lumo_energy_ev": 0.55,
  "multiplicity": 1,
  "total_charge": 0,
  "species": ["O", "C", "F", "S", "H", "H", "H"],
  "positions_angstrom": [[1.120, -1.019, -0.439], [0.483, -0.145, 0.347], [0.794, 1.133, 0.149], [-1.712, -0.244, -0.067], [1.406, -0.484, -1.172], [0.521, -0.308, 1.483], [-1.283, -0.073, -1.222]],
  "nbo_charge": [-0.665, 0.521, -0.338, -0.266, 0.490, 0.173, 0.085]
}

=====

{
  "formula": "CH3FOS",
  "method": "ωB97M-V/def2-TZVPD",
  "gap_ev": [8.2, 7.1],
  "e_homo_ev": [-7.40, -10.01],
  "lumo_energy_ev": [0.83, -2.91],
  "multiplicity": 3,
  "total_charge": 0,
  "species": ["C", "O", "F", "S", "H", "H", "H"],
  "positions_angstrom": [[0.918, -0.120, 0.056], [-1.707, 0.069, -0.654], [-2.263, 0.964, 0.247], [-0.562, -1.131, 0.282], [1.209, -0.126, -0.990], [1.704, -0.548, 0.672], [0.701, 0.892, 0.387]],
  "nbo_charge": [-0.813, -0.376, -0.190, 0.639, 0.256, 0.231, 0.252]
}

=====

{
  "formula": "CH3FS2",
  "method": "ωB97M-V/def2-TZVPD",
  "gap_ev": 8.1,
  "e_homo_ev": -8.01,
  "lumo_energy_ev": 0.07,
  "multiplicity": 1,
  "total_charge": 0,
  "species": ["C", "F", "S", "S", "H", "H", "H"],
  "positions_angstrom": [[1.154, -0.393, 0.717], [1.922, 0.580, 0.233], [-0.230, -0.738, -0.124], [-2.207, 0.269, -0.122], [1.447, -0.845, 1.690], [0.130, 0.145, -1.102], [-2.216, 0.983, -1.292]],
  "nbo_charge": [-0.161, -0.331, 0.454, -0.435, 0.201, 0.139, 0.133]
}

=====

{
  "formula": "CH3HgLiO",
  "method": "ωB97M-V/def2-TZVPD",
  "gap_ev": [6.9, 3.9],
  "e_homo_ev": [-7.24, -6.70],
  "lumo_energy_ev": [-0.37, -2.84],
  "multiplicity": 3,
  "total_charge": 0,
  "species": ["O", "C", "Li", "H", "H", "Hg", "H"],
  "positions_angstrom": [[0.024, 0.491, -0.350], [0.729, -0.576, 0.040], [-1.624, 0.348, -0.915], [0.164, -1.340, 0.597], [1.548, -0.929, -0.611], [1.567, 1.754, 0.531], [-2.407, 0.252, 0.708]],
  "nbo_charge": [-0.944, -0.198, 0.866, 0.151, 0.138, 0.354, -0.368]
}

=====

{
  "formula": "CH3I",
  "method": "ωB97M-V/def2-TZVPD",
  "gap_ev": 9.0,
  "e_homo_ev": -9.48,
  "smiles": "CI",
  "lumo_energy_ev": -0.51,
  "multiplicity": 1,
  "total_charge": 0,
  "species": ["C", "I", "H", "H", "H"],
  "positions_angstrom": [[-0.220, 0.167, 0.211], [1.399, -0.654, -1.446], [-0.983, -0.503, 0.181], [0.490, -0.102, 1.019], [-0.686, 1.093, 0.035]],
  "nbo_charge": [-0.548, -0.077, 0.186, 0.228, 0.210]
}